{
  "formula": "C17H22N2O4S",
  "method": "ωB97M-V/def2-TZVPD",
  "orbital_gap_ev": 7.253,
  "homo_ev": -8.1,
  "e_tot_ha": -1469.57543,
  "fmax_ha_per_bohr": 0.063,
  "e_lumo_ev": -0.82,
  "e_above_lowest_kcal_mol": 98.79,
  "species": ["C", "C", "C", "C", "N", "C", "C", "O", "C", "C", "C", "H", "H", "H", "H", "H", "H", "H", "H", "H", "H", "H", "H", "H", "H", "H", "C", "C", "C", "C", "C", "S", "N", "C", "O", "O", "O", "C", "C", "H", "H", "H", "H", "H", "H", "H"],
  "xyz": [[-2.085, -2.233, -2.180], [-1.816, -0.902, -1.466], [-0.305, -0.896, -1.060], [0.311, -2.017, -1.838], [1.595, -2.158, -2.089], [2.574, -1.223, -1.466], [4.011, -1.462, -1.911], [4.305, -2.852, -2.073], [3.520, -3.419, -3.125], [2.025, -3.362, -2.837], [-0.713, -2.871, -2.500], [-2.678, -2.900, -1.545], [-2.651, -2.030, -3.095], [-1.925, -0.069, -2.164], [-2.458, -0.723, -0.595], [0.145, 0.082, -1.311], [2.295, -0.191, -1.727], [2.509, -1.326, -0.369], [4.192, -0.902, -2.849], [4.697, -1.133, -1.120], [3.714, -2.911, -4.090], [3.840, -4.468, -3.169], [1.750, -4.260, -2.254], [1.491, -3.410, -3.798], [-0.664, -3.907, -2.125], [-0.574, -2.896, -3.594], [-1.716, 6.106, 3.583], [-1.638, 4.625, 3.315], [-0.570, 3.882, 3.835], [-0.450, 2.519, 3.568], [-1.410, 1.883, 2.777], [-1.294, 0.094, 2.537], [-0.920, -0.017, 0.976], [-0.192, -1.024, 0.433], [0.454, -1.906, 0.998], [-0.213, -0.298, 3.404], [-2.635, -0.396, 2.766], [-2.511, 2.595, 2.295], [-2.614, 3.963, 2.555], [-2.587, 6.552, 3.090], [-1.787, 6.318, 4.658], [-0.817, 6.620, 3.217], [0.174, 4.376, 4.463], [0.374, 1.942, 3.976], [-3.281, 2.078, 1.729], [-3.472, 4.524, 2.176]],
  "atomic_forces_ev_per_a": [[-0.167, -0.038, 0.144], [0.609, 0.330, -0.376], [-0.430, 0.100, -1.167], [1.073, 0.601, -0.718], [-1.161, 0.090, 0.562], [0.031, 0.040, 0.714], [0.189, -0.489, -0.257], [-0.671, 0.348, -0.554], [0.572, 0.405, 0.339], [0.004, -0.606, 0.137], [-0.742, -0.293, 0.019], [0.125, 0.134, -0.192], [0.057, -0.334, 0.141], [-0.357, -0.076, 0.079], [0.366, -0.043, -0.339], [-0.007, -0.471, 0.010], [-0.071, -0.361, 0.074], [-0.271, -0.134, -0.468], [0.216, -0.344, 0.247], [-0.277, 0.194, -0.365], [0.222, -0.146, 0.378], [-0.197, 0.332, -0.278], [-0.049, 0.546, -0.090], [0.049, 0.086, 0.381], [0.181, 0.239, -0.205], [0.298, -0.090, 0.374], [-0.027, 0.158, 0.058], [0.021, -0.315, -0.042], [-0.170, -0.119, -0.180], [-0.238, 0.117, -0.211], [-0.182, 0.009, -0.004], [0.444, 0.908, 0.000], [0.248, -0.417, -0.476], [-0.504, 0.959, 3.044], [0.155, -0.298, -0.972], [-0.154, -0.428, 0.205], [0.256, -0.249, -0.077], [0.360, 0.121, 0.142], [0.216, -0.061, 0.116], [0.130, -0.047, 0.086], [-0.020, -0.079, -0.214], [-0.191, -0.115, 0.037], [-0.173, -0.109, -0.190], [-0.147, 0.032, -0.086], [0.128, 0.057, 0.084], [0.258, -0.148, 0.090]]
}